# 1
# C17H12BrClMgO2

A structure of composition C17H12BrClMgO2 at a distorted geometry (the ωB97M-V functional and the def2-TZVPD basis, OMol25).

Atoms and positions in Å:
C (-1.013, 2.168, 1.439)
C (0.310, 3.083, 1.239)
Cl (0.171, 3.837, -0.431)
C (1.684, 2.281, 1.497)
C (1.455, 0.689, 1.677)
C (1.511, -0.045, 3.055)
C (1.270, -1.585, 3.140)
C (0.923, -2.479, 1.902)
C (0.848, -1.737, 0.526)
C (1.119, -0.190, 0.441)
C (1.004, 0.475, -1.027)
O (1.820, 1.317, -1.459)
C (-0.229, -0.087, -1.902)
C (-1.070, 0.894, -2.741)
C (-2.282, 0.273, -3.527)
C (-2.569, -1.260, -3.415)
Br (-4.133, -1.968, -4.375)
C (-1.706, -2.247, -2.577)
C (-0.510, -1.637, -1.799)
C (0.466, -2.473, -0.846)
O (0.942, -3.636, -1.174)
H (-1.046, 1.638, 2.449)
H (-1.977, 2.802, 1.375)
H (-1.095, 1.404, 0.583)
H (0.241, 3.951, 1.991)
H (2.463, 2.486, 0.673)
H (2.152, 2.688, 2.473)
H (1.730, 0.568, 4.004)
H (1.314, -2.108, 4.151)
H (0.717, -3.607, 1.967)
H (-0.821, 2.004, -2.756)
H (-2.944, 0.958, -4.147)
H (-1.892, -3.362, -2.475)
Mg (1.147, -5.096, 0.068)

Values from the calculation:
Multiplicity: 1
Charge: +2
Relative energy (zero: lowest compared OMol25 entry of this formula, charge and spin) (kcal/mol): 153.60
Highest occupied orbital energy (eV): -14.39


# 2
# C3H6N2S

The molecule C3H6N2S at a distorted geometry (the ωB97M-V functional and the def2-TZVPD basis, OMol25).

Atoms and positions in Å:
C (-0.438, 0.724, -0.777)
C (0.715, 1.396, -1.040)
C (0.438, -1.024, 0.721)
H (-2.719, -0.181, 1.141)
H (-1.368, 1.040, -1.193)
H (1.601, 1.160, -0.465)
H (0.769, 2.026, -1.904)
H (0.090, -1.999, 1.024)
H (2.152, -1.215, 1.335)
N (-0.623, -0.426, 0.016)
N (1.568, -0.482, 0.955)
S (-2.186, -1.018, 0.186)

Values from the calculation:
Multiplicity: 1
Relative energy (zero: lowest compared OMol25 entry of this formula, charge and spin) (kcal/mol): 47.38
Highest occupied orbital energy (eV): -8.64
Structure (SMILES): [H]/N=C/N(S)C=C


# 3
# C3H2N5O6

A structure of composition C3H2N5O6 at a distorted geometry (the ωB97M-V functional and the def2-TZVPD basis, OMol25).

Atoms and positions in Å:
C (2.097, -2.911, 0.407)
C (0.314, -0.245, 0.083)
C (-2.105, -0.722, 0.142)
N (-0.126, -1.680, 0.363)
N (-1.375, -1.755, 0.411)
N (-0.856, 0.623, 0.002)
N (1.156, 0.287, 1.128)
N (-3.372, -0.371, 0.319)
O (2.301, -3.215, -0.679)
O (2.340, -0.019, 1.105)
O (-3.768, 0.749, 0.142)
O (2.123, -2.655, 1.495)
O (0.710, 0.928, 2.079)
O (-4.139, -1.361, 0.489)
H (0.903, -0.445, -0.895)
H (-0.863, 1.290, 0.845)

Values from the calculation:
Multiplicity: 1
Charge: -1
Relative energy (zero: lowest compared OMol25 entry of this formula, charge and spin) (kcal/mol): 29.37
Highest occupied orbital energy (alpha / beta) (eV): -4.71 / -4.71


# 4
# C3H4NP

A structure of composition C3H4NP at a distorted geometry (the ωB97M-V functional and the def2-TZVPD basis, OMol25).

Atoms and positions in Å:
C (1.509, 1.139, 0.067)
C (-0.396, -0.616, -0.519)
C (0.304, 0.823, 0.634)
N (2.488, 1.339, -0.535)
P (-1.433, -1.540, 0.369)
H (-0.521, -0.433, -1.595)
H (0.239, 0.205, 1.635)
H (-0.442, 1.487, 0.671)
H (-1.748, -2.404, -0.728)

Values from the calculation:
Multiplicity: 3
Relative energy (zero: lowest compared OMol25 entry of this formula, charge and spin) (kcal/mol): 70.44
Highest occupied orbital energy (alpha / beta) (eV): -7.30 / -10.31


# 5
# C17H24AuClIN5O2

A structure of composition C17H24AuClIN5O2 (the ωB97M-V functional and the def2-TZVPD basis, OMol25).

Atoms and positions in Å:
Au (0.713, -0.078, 0.122)
Cl (-3.966, 5.128, -1.532)
C (-3.280, 3.650, -1.055)
C (-4.104, 2.665, -0.531)
C (-3.586, 1.462, -0.098)
I (-4.812, -0.011, 0.699)
C (-2.173, 1.172, -0.156)
O (-1.696, 0.120, 0.300)
C (-1.323, 2.210, -0.769)
N (-0.015, 1.953, -0.883)
C (0.807, 2.852, -1.396)
C (0.351, 4.092, -1.846)
C (-0.989, 4.380, -1.750)
C (-1.869, 3.433, -1.200)
H (-5.167, 2.847, -0.450)
H (1.855, 2.585, -1.456)
H (1.051, 4.800, -2.265)
H (-1.373, 5.330, -2.096)
C (0.784, 2.276, 4.979)
N (0.633, 1.983, 3.553)
C (-0.611, 2.343, 2.878)
C (1.578, 1.373, 2.884)
O (1.537, 1.099, 1.659)
H (0.293, 3.218, 5.204)
H (1.836, 2.366, 5.239)
H (0.336, 1.491, 5.588)
H (-1.264, 2.855, 3.575)
H (-1.112, 1.447, 2.507)
H (-0.395, 3.000, 2.034)
H (2.473, 1.124, 3.460)
C (1.760, -4.520, 0.247)
N (0.793, -3.495, -0.141)
C (-0.046, -2.986, 0.928)
C (0.930, -2.781, -1.280)
N (0.569, -1.503, -1.330)
N (1.392, -3.402, -2.377)
C (1.186, -4.829, -2.615)
C (1.853, -2.640, -3.531)
H (2.275, -4.208, 1.159)
H (2.507, -4.665, -0.528)
H (1.262, -5.470, 0.446)
H (-0.208, -3.781, 1.651)
H (-1.008, -2.646, 0.547)
H (0.422, -2.141, 1.464)
H (0.455, -1.136, -2.262)
H (0.564, -5.267, -1.841)
H (2.140, -5.358, -2.654)
H (0.688, -4.962, -3.576)
H (2.397, -1.753, -3.210)
H (1.028, -2.347, -4.187)
H (2.528, -3.268, -4.106)

Values from the calculation:
Multiplicity: 3
Charge: +2
Relative energy (zero: lowest compared OMol25 entry of this formula, charge and spin) (kcal/mol): 12.31
Highest occupied orbital energy (alpha / beta) (eV): -13.81 / -14.55


# 6
# C21H14ClN5O2

The molecule C21H14ClN5O2 at a distorted geometry (the ωB97M-V functional and the def2-TZVPD basis, OMol25).

Atoms and positions in Å:
O (-2.943, -1.410, 0.400)
C (-2.770, -0.227, 0.413)
N (-1.515, 0.364, 0.329)
C (-0.309, -0.276, 0.221)
N (-0.149, -1.548, 0.204)
C (1.105, -2.074, 0.092)
C (1.245, -3.468, 0.076)
C (2.488, -4.040, -0.034)
C (3.627, -3.232, -0.131)
C (3.532, -1.859, -0.120)
C (2.269, -1.273, -0.008)
C (2.060, 0.134, 0.013)
N (2.865, 1.172, -0.055)
C (2.031, 2.239, 0.021)
N (0.747, 1.919, 0.134)
N (0.763, 0.580, 0.129)
C (2.522, 3.584, -0.020)
C (3.814, 4.037, -0.136)
C (3.733, 5.444, -0.126)
C (2.407, 5.741, -0.006)
O (1.669, 4.628, 0.058)
H (1.887, 6.678, 0.043)
H (4.545, 6.138, -0.198)
H (4.688, 3.425, -0.216)
H (4.401, -1.226, -0.195)
Cl (5.175, -3.981, -0.268)
H (2.600, -5.113, -0.046)
H (0.352, -4.067, 0.152)
H (-1.428, 1.375, 0.340)
C (-3.865, 0.824, 0.553)
C (-5.202, 0.268, 0.146)
C (-5.827, -0.692, 0.932)
C (-7.041, -1.228, 0.546)
C (-7.646, -0.809, -0.627)
C (-7.028, 0.146, -1.415)
C (-5.809, 0.678, -1.032)
H (-5.329, 1.421, -1.654)
H (-7.493, 0.476, -2.333)
H (-8.595, -1.227, -0.928)
H (-7.518, -1.977, 1.161)
H (-5.354, -1.024, 1.844)
H (-3.887, 1.120, 1.606)
H (-3.617, 1.702, -0.046)

Values from the calculation:
Multiplicity: 1
Highest occupied orbital energy (eV): -8.49
Structure (SMILES): O=C(Cc1ccccc1)Nc1nc2ccc(Cl)cc2c2nc(-c3ccco3)nn12


# 7
# C19H14N4

The molecule C19H14N4 at a distorted geometry (the ωB97M-V functional and the def2-TZVPD basis, OMol25).

Atoms and positions in Å:
N (-1.285, -1.502, -0.164)
N (2.358, 0.873, -6.408)
N (0.444, 0.118, -0.229)
C (1.750, 0.223, -2.360)
C (2.991, 0.411, -1.878)
C (-0.776, -0.105, 1.720)
C (-1.714, -0.772, 2.562)
C (-0.548, -0.556, 0.384)
C (-1.042, -1.799, -1.412)
C (1.048, 0.686, -5.990)
C (3.344, 0.949, -5.480)
C (0.720, -0.301, -1.586)
C (-0.086, -1.258, -2.184)
C (-2.553, 0.457, 6.503)
C (-2.913, -0.791, 6.017)
C (-1.826, 1.398, 5.722)
C (0.734, 0.698, -4.595)
C (-2.628, -1.142, 4.760)
C (-1.645, 1.073, 4.381)
C (1.827, 0.650, -3.708)
C (-1.994, -0.269, 3.860)
C (3.134, 0.713, -4.121)
N (3.910, 0.688, -2.940)
H (3.290, 0.128, -0.912)
H (-0.152, 0.794, 1.919)
H (-2.311, -1.595, 2.228)
H (-1.519, -2.710, -1.646)
H (0.321, 0.685, -6.754)
H (4.419, 1.122, -5.764)
H (0.047, -1.719, -3.138)
H (-3.021, 0.885, 7.364)
H (-3.470, -1.314, 6.727)
H (-1.692, 2.432, 6.015)
H (-0.275, 0.575, -4.285)
H (-2.812, -2.197, 4.517)
H (-1.052, 1.799, 3.819)
H (4.978, 0.673, -2.942)

Values from the calculation:
Multiplicity: 1
Highest occupied orbital energy (eV): -7.95
Structure (SMILES): C(=C\c1nccc(-c2c[nH]c3cnccc23)n1)/c1ccccc1


# 8
# C4H12N2Si

The molecule C4H12N2Si at a distorted geometry (the ωB97M-V functional and the def2-TZVPD basis, OMol25).

Atoms and positions in Å:
C (0.127, 2.639, -0.079)
C (-0.713, 1.698, -0.487)
C (2.106, -0.865, -0.146)
C (0.721, -1.113, -0.738)
N (-2.674, -0.959, -0.459)
N (-0.626, -0.393, 1.794)
Si (-0.657, -0.093, 0.100)
H (0.072, 3.654, -0.441)
H (0.914, 2.442, 0.632)
H (-1.480, 1.968, -1.200)
H (2.358, 0.195, -0.170)
H (2.148, -1.204, 0.887)
H (2.867, -1.404, -0.708)
H (0.492, -2.176, -0.659)
H (0.744, -0.876, -1.802)
H (-2.780, -1.730, 0.193)
H (-2.519, -1.371, -1.374)
H (-1.346, 0.023, 2.363)
H (0.247, -0.436, 2.293)

Values from the calculation:
Multiplicity: 1
Relative energy (zero: lowest compared OMol25 entry of this formula, charge and spin) (kcal/mol): 14.39
Highest occupied orbital energy (eV): -8.71
Structure (SMILES): C=C[Si](N)(N)CC


> Which formula does entry 1 have?

C17H12BrClMgO2


> Which value of multiplicity does entry 2 give?

1


> What is the formula in the third record?

C3H2N5O6